Entry 1:
A cluster of 11 separate species, C11H44N18O11 in total in a non-equilibrium geometry. Source: the Open Molecules 2025 dataset; level of theory: wB97M-V/def2-TZVPD.

Each atom is followed by the atoms it is bonded to, with distances in Å.
Atoms and positions in Å:
1 N -0.45974 -14.53449 8.58235  C2 1.263, H5 1.010, H6 1.010
2 C 0.46756 -14.51857 7.72452  N1 1.263, N3 1.302, O4 1.258
3 N 1.35288 -13.56666 7.79432  C2 1.302, H7 1.010, H8 1.010
4 O 0.57222 -15.45477 6.89011  C2 1.258
5 H -1.02752 -15.36956 8.56322  N1 1.010
6 H -0.52982 -13.83887 9.31124  N1 1.010
7 H 1.43714 -12.86546 8.51636  N3 1.010
8 H 2.21962 -13.65697 7.28373  N3 1.010
9 N -0.22254 -14.24549 18.11657  C10 1.299, H13 1.010, H14 1.010
10 C 0.47039 -13.73018 19.08682  N9 1.299, N11 1.274, O12 1.192
11 N 0.79369 -14.64947 19.90785  C10 1.274, H15 1.010, H16 1.010
12 O 0.69556 -12.56110 19.15030  C10 1.192
13 H -0.21739 -15.24775 17.99193  N9 1.010
14 H -0.56106 -13.49150 17.53605  N9 1.010
15 H 1.27147 -14.29742 20.72509  N11 1.010
16 H 0.49604 -15.60869 19.80096  N11 1.010
17 N 1.26067 -12.25372 10.93384  C18 1.335, H21 1.010, H22 1.010
18 C 0.03747 -12.05744 10.43709  N17 1.335, N19 1.284, O20 1.207
19 N 0.23268 -11.09396 9.61067  C18 1.284, H23 1.010, H24 1.010
20 O -0.97403 -12.67464 10.66588  C18 1.207
21 H 1.99438 -11.65923 10.57559  N17 1.010
22 H 1.45563 -12.79637 11.76308  N17 1.010
23 H -0.41403 -10.83023 8.88107  N19 1.010
24 H 1.13726 -10.64565 9.58156  N19 1.010
25 N -3.74673 -13.94047 17.13526  C26 1.271, H29 1.010, H30 1.010
26 C -3.20252 -12.96224 17.73696  N25 1.271, N27 1.271, O28 1.197
27 N -3.68627 -12.87596 18.90946  C26 1.271, H31 1.010, H32 1.010
28 O -2.36075 -12.26828 17.24413  C26 1.197
29 H -4.02532 -14.78551 17.61316  N25 1.010
30 H -3.59872 -14.12378 16.15312  N25 1.010
31 H -3.25489 -12.32597 19.63852  N27 1.010
32 H -4.50966 -13.36444 19.23121  N27 1.010
33 N -6.20828 -12.76778 14.74438  C34 1.256, H37 1.010, H38 1.010
34 C -6.05834 -11.52160 14.69970  N33 1.256, N35 1.321, O36 1.201
35 N -4.81434 -11.12137 14.50377  C34 1.321, H39 1.010, H40 1.010
36 O -6.98347 -10.75498 14.69533  C34 1.201
37 H -7.18493 -13.01752 14.80682  N33 1.010
38 H -5.39625 -13.36206 14.83114  N33 1.010
39 H -4.78634 -10.13571 14.28513  N35 1.010
40 H -4.00735 -11.72750 14.54242  N35 1.010
41 N -4.50128 -14.51065 10.58325  C42 1.333, H45 1.010, H46 1.010
42 C -5.42332 -15.21767 11.23727  N41 1.333, N43 1.308, O44 1.197
43 N -5.96935 -14.59749 12.25080  C42 1.308, H47 1.010, H48 1.010
44 O -5.90990 -16.27887 10.97163  C42 1.197
45 H -4.62178 -13.54853 10.86591  N41 1.010
46 H -3.99379 -14.81969 9.76653  N41 1.010
47 H -6.74331 -15.06016 12.70578  N43 1.010
48 H -5.73558 -13.65907 12.54201  N43 1.010
49 N -3.40903 -10.63087 10.85457  C50 1.293, H53 1.010, H54 1.010
50 C -4.69653 -10.74871 10.85107  N49 1.293, N51 1.330, O52 1.202
51 N -5.25152 -9.63655 10.37849  C50 1.330, H55 1.010, H56 1.010
52 O -5.21520 -11.81420 11.05051  C50 1.202
53 H -3.02874 -9.73966 10.56953  N49 1.010
54 H -2.92468 -11.51393 10.93018  N49 1.010
55 H -4.72655 -8.77810 10.29136  N51 1.010
56 H -6.24824 -9.79786 10.35345  N51 1.010
57 N -2.52203 -7.46378 17.32170  C58 1.322, H61 1.010, H62 1.010
58 C -2.76424 -8.75374 17.48378  N57 1.322, N59 1.272, O60 1.189
59 N -3.11897 -9.40174 16.44825  C58 1.272, H63 1.010, H64 1.010
60 O -2.53800 -9.28713 18.52170  C58 1.189
61 H -2.12129 -6.96075 18.10045  N57 1.010
62 H -2.61125 -7.04947 16.40491  N57 1.010
63 H -3.35460 -8.80439 15.66868  N59 1.010
64 H -3.08199 -10.40979 16.39751  N59 1.010
65 N -2.38953 -13.99000 12.64971  C66 1.286, H69 1.010, H70 1.010
66 C -2.47964 -13.67622 13.89352  N65 1.286, N67 1.298, O68 1.192
67 N -1.52155 -12.98582 14.43112  C66 1.298, H71 1.010, H72 1.010
68 O -3.53085 -13.74293 14.45162  C66 1.192
69 H -1.59098 -13.74953 12.07997  N65 1.010
70 H -3.24492 -14.32263 12.22810  N65 1.010
71 H -0.55908 -13.05478 14.13282  N67 1.010
72 H -1.75571 -12.63266 15.34793  N67 1.010
73 C 0.37495 -10.38525 16.41419  O74 1.380, H75 1.090, H76 1.090, H77 1.090
74 O 1.35203 -11.29680 16.75691  C73 1.380, H78 0.960
75 H 0.67061 -9.50537 15.84278  C73 1.090
76 H -0.31793 -11.01452 15.85558  C73 1.090
77 H -0.06191 -9.90045 17.28726  C73 1.090
78 H 0.99492 -11.83574 17.46656  O74 0.960
79 C -0.92591 -9.50923 13.21695  O80 1.381, H81 1.090, H82 1.090, H83 1.090
80 O -0.71250 -8.52191 12.27535  C79 1.381, H84 0.960
81 H -1.22263 -9.15699 14.20486  C79 1.090
82 H -1.51836 -10.38284 12.94512  C79 1.090
83 H 0.08642 -9.91155 13.17922  C79 1.090
84 H -0.34187 -8.95659 11.50380  O80 0.960

Results
SMILES: NC(N)=O.NC(N)=O.NC(N)=O.NC(N)=O.NC(N)=O.NC(N)=O.NC(N)=O.NC(N)=O.NC(N)=O.CO.CO
Energy, eV: -61468.3068
Spin multiplicity: 1
Frontier orbital gap, eV: 8.3
LUMO, eV: -0.77
Energy above the lowest of the compared OMol25 structures with the same formula, charge and spin, kcal per mole: 120.4

Entry 2:
A cluster of 11 separate species, C11H44N18O11 in total in a non-equilibrium geometry. Source: the Open Molecules 2025 dataset; level of theory: wB97M-V/def2-TZVPD.

Each atom is followed by the atoms it is bonded to, with distances in Å.
Atoms and positions in Å:
1 N -1.99987 0.25669 -5.28280  C2 1.325, H5 1.010, H6 1.010
2 C -1.15321 -0.00856 -6.26646  N1 1.325, N3 1.320, O4 1.213
3 N -1.64664 0.33063 -7.44284  C2 1.320, H7 1.010, H8 1.010
4 O -0.05844 -0.48672 -6.05784  C2 1.213
5 H -1.41435 0.16027 -4.46550  N1 1.010
6 H -2.70882 0.97369 -5.34105  N1 1.010
7 H -2.64216 0.38514 -7.60426  N3 1.010
8 H -1.00001 0.19836 -8.20734  N3 1.010
9 N 1.45461 -4.11934 2.19988  C10 1.261, H13 1.010, H14 1.010
10 C 1.45273 -3.54090 3.32087  N9 1.261, N11 1.323, O12 1.179
11 N 0.49166 -3.94481 4.13572  C10 1.323, H15 1.010, H16 1.010
12 O 2.20681 -2.66764 3.56262  C10 1.179
13 H 2.09882 -3.78652 1.49680  N9 1.010
14 H 0.64217 -4.65371 1.92697  N9 1.010
15 H 0.55863 -3.61598 5.08834  N11 1.010
16 H -0.37219 -4.35803 3.81460  N11 1.010
17 N -0.81475 0.63170 0.32205  C18 1.318, H21 1.010, H22 1.010
18 C 0.33499 0.64747 -0.32296  N17 1.318, N19 1.270, O20 1.203
19 N 1.25059 0.10724 0.37234  C18 1.270, H23 1.010, H24 1.010
20 O 0.41036 0.96797 -1.48020  C18 1.203
21 H -1.63015 0.77628 -0.25616  N17 1.010
22 H -0.89180 0.47974 1.31758  N17 1.010
23 H 1.16502 -0.31913 1.28392  N19 1.010
24 H 2.11437 0.05416 -0.14839  N19 1.010
25 N 0.95866 0.54543 7.03556  C26 1.308, H29 1.010, H30 1.010
26 C -0.23938 0.17081 6.66886  N25 1.308, N27 1.269, O28 1.220
27 N -0.65698 0.98934 5.79386  C26 1.269, H31 1.010, H32 1.010
28 O -0.83199 -0.79199 7.12858  C26 1.220
29 H 1.33123 1.37231 6.59106  N25 1.010
30 H 1.52805 -0.03692 7.63284  N25 1.010
31 H -0.10233 1.70713 5.34975  N27 1.010
32 H -1.65833 0.93379 5.67423  N27 1.010
33 N 0.14317 -4.42326 -4.75422  C34 1.358, H37 1.010, H38 1.010
34 C 0.44059 -4.39912 -3.42989  N33 1.358, N35 1.260, O36 1.226
35 N 0.75397 -3.26937 -2.96845  C34 1.260, H39 1.010, H40 1.010
36 O 0.24620 -5.32432 -2.65005  C34 1.226
37 H 0.06075 -5.35495 -5.13537  N33 1.010
38 H 0.39285 -3.60635 -5.29312  N33 1.010
39 H 1.13366 -3.18146 -2.03667  N35 1.010
40 H 0.76300 -2.52560 -3.65170  N35 1.010
41 N 5.64354 -0.54281 4.33640  C42 1.288, H45 1.010, H46 1.010
42 C 6.76943 -1.16686 4.29330  N41 1.288, N43 1.312, O44 1.210
43 N 6.58699 -2.45922 4.15945  C42 1.312, H47 1.010, H48 1.010
44 O 7.88413 -0.70808 4.39809  C42 1.210
45 H 5.75463 0.43359 4.10316  N41 1.010
46 H 4.81714 -1.10230 4.18102  N41 1.010
47 H 7.34174 -3.09399 3.94144  N43 1.010
48 H 5.62983 -2.75622 4.28491  N43 1.010
49 N -0.71248 6.75297 -4.42407  C50 1.294, H53 1.010, H54 1.010
50 C -0.63970 5.46209 -4.48151  N49 1.294, N51 1.324, O52 1.212
51 N 0.01863 4.94255 -3.45684  C50 1.324, H55 1.010, H56 1.010
52 O -1.13736 4.80933 -5.37325  C50 1.212
53 H -1.35057 7.13317 -5.10845  N49 1.010
54 H -0.52667 7.26920 -3.57608  N49 1.010
55 H 0.07555 3.93607 -3.39478  N51 1.010
56 H 0.67667 5.51750 -2.95036  N51 1.010
57 N -5.71650 2.00933 -1.53826  C58 1.282, H61 1.010, H62 1.010
58 C -6.52981 2.81349 -0.95977  N57 1.282, N59 1.294, O60 1.240
59 N -6.99746 2.26166 0.11364  C58 1.294, H63 1.010, H64 1.010
60 O -6.95154 3.84934 -1.49453  C58 1.240
61 H -5.28361 2.41652 -2.35491  N57 1.010
62 H -5.50280 1.07922 -1.20763  N57 1.010
63 H -6.54983 1.40081 0.39408  N59 1.010
64 H -7.80527 2.67836 0.55399  N59 1.010
65 N -4.73637 -3.24321 1.53551  C66 1.295, H69 1.010, H70 1.010
66 C -4.21804 -2.86629 0.40980  N65 1.295, N67 1.340, O68 1.186
67 N -3.23255 -3.70378 0.05762  C66 1.340, H71 1.010, H72 1.010
68 O -4.52211 -1.90140 -0.20940  C66 1.186
69 H -5.53433 -2.81389 1.98166  N65 1.010
70 H -4.12472 -3.89061 2.01179  N65 1.010
71 H -3.03114 -4.43819 0.72107  N67 1.010
72 H -2.76604 -3.71674 -0.83810  N67 1.010
73 C -2.16452 5.07291 0.65264  O74 1.463, H75 1.090, H76 1.090, H77 1.090
74 O -3.01474 6.13200 1.19727  C73 1.463, H78 0.960
75 H -1.60085 4.50468 1.39256  C73 1.090
76 H -2.81443 4.41016 0.08125  C73 1.090
77 H -1.43986 5.62883 0.05772  C73 1.090
78 H -3.58749 6.33385 0.45376  O74 0.960
79 C 8.58079 -0.95132 -0.25741  O80 1.431, H81 1.090, H82 1.090, H83 1.090
80 O 7.24964 -0.48153 -0.49094  C79 1.431, H84 0.960
81 H 8.54707 -1.38081 0.74384  C79 1.090
82 H 8.97171 -1.64618 -1.00069  C79 1.090
83 H 9.24503 -0.08740 -0.28020  C79 1.090
84 H 6.58640 -1.16990 -0.57958  O80 0.960

Results
SMILES: NC(N)=O.NC(N)=O.NC(N)=O.NC(N)=O.NC(N)=O.NC(N)=O.NC(N)=O.NC(N)=O.NC(N)=O.CO.CO
Energy, eV: -61468.1159
Spin multiplicity: 1
Frontier orbital gap, eV: 9.1
LUMO, eV: -0.52
Energy above the lowest of the compared OMol25 structures with the same formula, charge and spin, kcal per mole: 124.8